(1)
Density functional theory data (ωB97M-V/def2-TZVPD) for C5H10N4 in the gas phase.

The geometry in XYZ format:
```
19
Properties=species:S:1:pos:R:3
C 0.4068 -0.8280 0.6626
C 1.0432 0.4886 0.7887
C -0.1423 1.3217 0.4355
C -0.7628 2.5573 -0.2103
C -0.6198 -0.9541 -0.5638
H 2.0506 -2.1195 0.0192
H 1.1420 -3.0038 0.8973
H -0.2841 -1.0536 1.5747
H 1.6305 0.8070 1.8779
H 1.7906 0.5839 -0.0246
H -1.0358 0.9868 0.8999
H 0.0145 3.1304 -0.4810
H -1.5557 3.2627 0.1520
H -1.8255 -0.2938 -1.9863
H 0.1124 -2.5321 -1.3548
N 1.3651 -1.9889 0.6988
N -0.8551 1.3577 -0.9925
N -1.7002 0.1324 -0.8872
N -0.7745 -1.8545 -1.5062
```

Properties
LUMO level = 0.0316 Ha
SMILES string = [H]/N=C1/NN2C[C@@H]2C[C@@H]1N
E_tot = -11300.4988 eV

=====

(2)
Density functional theory data (ωB97M-V/def2-TZVPD) for 4 unconnected molecules or ions with the total composition C4H15NO3.

The geometry in XYZ format:
```
23
Properties=species:S:1:pos:R:3
N 0.6928 0.1478 -0.1592
C -0.3697 -0.9257 0.3340
C -0.9480 -0.5480 1.6544
C 0.0788 0.4223 2.1546
C 1.0906 0.8458 0.9942
H 0.1468 0.6769 -0.9063
H -0.9543 -1.0916 -0.4770
H 0.3443 -1.8199 0.5567
H -2.0202 0.0047 1.4563
H -1.1289 -1.3069 2.3498
H -0.3367 1.3985 2.5948
H 0.5421 0.0892 3.1092
H 1.1533 1.9147 0.9114
H 2.2031 0.4799 1.1103
H -2.2769 2.3084 -5.4331
H -3.5874 1.8987 -6.2706
O -3.1222 2.6850 -5.7180
H 4.1036 -4.6915 3.9166
H 2.9585 -3.9118 3.5331
O 3.7618 -4.2238 3.0636
H -0.3507 1.2889 -3.3245
H -1.4265 2.1736 -2.5657
O -0.5541 2.1847 -2.8846
```

Properties
Expectation value of S² = 0.7504
LUMO level (alpha / beta) = 0.0898 / 0.0858 Ha
Charge = -1
E_tot = -12020.6603 eV
2S+1 = 2

=====

(3)
Density functional theory data (ωB97M-V/def2-TZVPD) for 4 unconnected molecules or ions with the total composition C34H66N3O3.

The geometry in XYZ format:
```
106
Properties=species:S:1:pos:R:3
C -2.3504 6.6277 1.1308
C -1.2773 6.2771 0.7115
C 0.0953 5.8126 0.2822
C 0.2766 4.4069 0.8281
C 1.0649 3.3408 0.4070
N 0.8089 2.2711 1.2455
C 1.3921 0.9258 1.1411
C 2.8181 0.8252 1.7740
C 3.9447 0.7926 0.6944
C 4.1107 -0.6591 0.1507
C 4.5968 -0.6903 -1.3207
O 3.5740 -0.1057 -2.1405
C 3.7139 -0.4161 -3.4861
C 3.6526 -1.8516 -4.0466
O 3.8497 0.4871 -4.2595
C -0.0966 2.5880 2.1833
N -0.6607 1.8171 3.1854
C 0.2929 1.4842 4.2778
C -1.9130 2.3507 3.6702
C -3.0974 2.3524 2.6606
O -2.0782 2.7710 4.7775
N -0.3886 3.8659 1.9058
H -3.3337 6.5814 1.5811
H 0.0604 5.7454 -0.8199
H 0.8834 6.5242 0.5720
H 1.7531 3.3425 -0.4422
H 0.7325 0.1425 1.5538
H 1.5065 0.7205 0.0580
H 2.9702 1.6561 2.4942
H 2.9048 -0.1263 2.3387
H 3.6745 1.4461 -0.1610
H 4.9173 1.1310 1.0895
H 3.1444 -1.1991 0.1866
H 4.8550 -1.2143 0.7501
H 4.7599 -1.7447 -1.6189
H 5.5743 -0.1687 -1.4000
H 2.5880 -2.1214 -4.2041
H 4.1263 -2.6093 -3.4026
H 4.0987 -1.8129 -5.0540
H -0.2000 0.7283 4.9187
H 0.5506 2.3339 4.9320
H 1.1693 1.0028 3.8138
H -3.7632 3.2121 2.8059
H -3.6117 1.3770 2.7719
H -2.6508 2.3248 1.6438
H -1.0723 4.4185 2.4220
C -6.5988 4.8257 -1.3903
C -6.1252 6.1897 -0.8999
C -6.8796 6.6833 0.3353
C -8.3803 6.9031 0.1349
C -8.7482 7.8864 -0.9758
C -8.2337 9.3001 -0.7251
H -7.6449 4.8483 -1.6980
H -6.0096 4.5087 -2.2530
H -6.4850 4.0707 -0.6085
H -6.2026 6.9185 -1.7111
H -5.0607 6.1216 -0.6508
H -6.4176 7.6132 0.6821
H -6.7422 5.9596 1.1474
H -8.8054 7.2589 1.0790
H -8.8662 5.9442 -0.0681
H -9.8376 7.9215 -1.0593
H -8.3791 7.5280 -1.9411
H -8.6302 9.6968 0.2122
H -8.5508 9.9655 -1.5297
H -7.1436 9.3329 -0.6798
C -1.8808 -1.6041 1.8023
C -0.8377 -2.6787 2.0908
C -0.3758 -3.4237 0.8382
C -1.4698 -4.2057 0.1087
C -2.1891 -5.2558 0.9550
C -1.2662 -6.3609 1.4581
H -2.7940 -2.0283 1.3834
H -2.1511 -1.0858 2.7260
H -1.4891 -0.8627 1.0992
H -1.2297 -3.3811 2.8305
H 0.0362 -2.2046 2.5530
H 0.4375 -4.1017 1.1121
H 0.0595 -2.7020 0.1363
H -1.0203 -4.6972 -0.7600
H -2.2114 -3.5089 -0.2938
H -2.9767 -5.7088 0.3474
H -2.6919 -4.7834 1.8042
H -0.7902 -6.8791 0.6227
H -1.8349 -7.0977 2.0273
H -0.4843 -5.9704 2.1120
C 6.7636 -9.0017 -3.1827
C 6.2253 -8.4213 -1.8793
C 4.9838 -7.5503 -2.0726
C 5.1947 -6.3027 -2.9331
C 6.2785 -5.3471 -2.4348
C 5.9778 -4.7588 -1.0603
H 7.0822 -8.2187 -3.8730
H 7.6289 -9.6364 -2.9844
H 6.0053 -9.6112 -3.6784
H 7.0145 -7.8550 -1.3759
H 5.9669 -9.2461 -1.2094
H 4.6029 -7.2565 -1.0895
H 4.1944 -8.1554 -2.5301
H 4.2436 -5.7609 -2.9934
H 5.4330 -6.6013 -3.9578
H 6.3734 -4.5264 -3.1529
H 7.2497 -5.8481 -2.4139
H 5.0309 -4.2100 -1.0722
H 6.7665 -4.0611 -0.7694
H 5.9190 -5.5311 -0.2923
```

Properties
LUMO level = -0.0915 Ha
Charge = +1
E_tot = -46934.1100 eV

=====

(4)
Density functional theory data (ωB97M-V/def2-TZVPD) for 2 unconnected molecules or ions with the total composition H4OS2Si.

The geometry in XYZ format:
```
8
Properties=species:S:1:pos:R:3
O -1.1852 0.2614 -1.0204
Si -1.7198 1.7412 -1.0719
S -0.3406 -1.2428 -0.6691
S 2.6567 -1.2527 1.5751
H -2.7008 2.1208 -2.2766
H -1.0740 2.5286 -0.1487
H 1.6413 -1.9506 1.1287
H 2.7224 -2.2059 2.4830
```

Properties
LUMO level (alpha / beta) = -0.0656 / -0.0656 Ha
E_tot = -31656.8544 eV

=====

Max |F|? In order: 5.7 6.0 2.5 4.2 eV/Å.
Molecular weight? In order: 126.2 125.2 564.9 112.3 g mol⁻¹.